A molecular structure, C47H55BrCl2InNO7P2. Source: the Open Molecules 2025 dataset; level of theory: wB97M-V/def2-TZVPD.

Results
* HOMO energy: -1.94 eV
* energy relative to the best compared isomer or geometry (same formula, charge and spin): 0.000 eV
* electronic energy: -6772.775877 hartree
* gap between HOMO and LUMO: 5.9 eV
* spin multiplicity: 1
* LUMO energy: 0.146 Ha
* net charge: -2

Last column: Löwdin charge in e.
Element x y z (Å)
1 In -0.51361 0.24746 0.00373  0.7208
2 C 1.22510 -3.26341 -3.01372  -0.1126
3 C 0.93201 -3.49078 -1.53583  -0.5420
4 C 0.73965 -4.97237 -1.21811  -0.1418
5 P 1.99592 -2.71684 -0.20484  1.1327
6 C 3.46899 -3.85396 -0.01070  -0.5612
7 C 4.34493 -4.22082 -1.20771  -0.1304
8 C 4.34092 -3.29340 1.11671  -0.1343
9 C 2.74279 -1.21123 -0.93901  -0.2794
10 C 3.54236 -1.21743 -2.08271  -0.0691
11 C 4.07412 -0.06134 -2.63621  -0.2784
12 C 4.94616 -0.12359 -3.86355  -0.0657
13 C 3.75513 1.14750 -2.02657  -0.0534
14 C 2.94632 1.18633 -0.90709  -0.0461
15 C 2.44574 0.01859 -0.32160  -0.3161
16 N 1.57507 0.05579 0.78612  -0.0459
17 C 1.92721 0.77454 1.91966  -0.3275
18 C 3.09544 1.54290 2.06230  -0.0563
19 C 3.33124 2.30246 3.19958  -0.0829
20 C 2.43797 2.32075 4.25721  -0.3083
21 C 2.62645 3.21632 5.45349  -0.0681
22 C 1.36004 1.44000 4.18704  -0.0694
23 C 1.12267 0.63097 3.08853  -0.3082
24 P 0.04729 -0.85597 3.03408  1.1240
25 C 1.38630 -2.04602 3.59039  -0.5443
26 C 2.16581 -1.69462 4.85428  -0.1070
27 C 0.88477 -3.48844 3.67968  -0.1354
28 C -1.21773 -0.99812 4.40298  -0.5209
29 C -1.18166 -0.10656 5.64278  -0.1274
30 C -2.63311 -0.98654 3.80578  -0.1142
31 H 0.39068 -3.64936 -3.60994  0.0782
32 H 2.13209 -3.77640 -3.34717  0.0562
33 H 1.31762 -2.20008 -3.22542  0.0474
34 H -0.01761 -2.98197 -1.33923  0.0677
35 H 1.63263 -5.55862 -1.45370  0.0597
36 H -0.08947 -5.37628 -1.80662  0.0723
37 H 0.50031 -5.12811 -0.16251  0.0579
38 H 3.00051 -4.77414 0.35804  0.0841
39 H 4.96658 -3.37536 -1.50890  0.0609
40 H 3.76126 -4.53937 -2.07221  0.0507
41 H 5.02017 -5.04111 -0.93706  0.0676
42 H 4.72180 -2.30347 0.85068  0.0756
43 H 5.20003 -3.94584 1.30483  0.0674
44 H 3.77911 -3.18915 2.04510  0.0484
45 H 3.74267 -2.15658 -2.58192  0.0846
46 H 4.41203 -0.55336 -4.71519  0.0722
47 H 5.83325 -0.73948 -3.69228  0.0679
48 H 5.28462 0.87318 -4.15164  0.0639
49 H 4.10816 2.07951 -2.45883  0.1056
50 H 2.63019 2.13776 -0.49956  0.1042
51 H 3.81120 1.58502 1.25567  0.0912
52 H 4.22429 2.92045 3.23992  0.1001
53 H 3.46938 3.89385 5.30395  0.0630
54 H 2.81600 2.64378 6.36706  0.0657
55 H 1.73668 3.82650 5.62638  0.0741
56 H 0.71231 1.36591 5.04737  0.0849
57 H 2.06290 -1.98453 2.73207  0.0546
58 H 1.51496 -1.70823 5.73489  0.0661
59 H 2.63117 -0.71143 4.78910  0.0626
60 H 2.95603 -2.43698 5.02201  0.0685
61 H 0.31906 -3.65163 4.60204  0.0611
62 H 1.73101 -4.18382 3.69404  0.0670
63 H 0.24246 -3.76215 2.84276  0.0513
64 H -1.02275 -2.02776 4.72754  0.0780
65 H -1.43536 0.92035 5.37487  0.0775
66 H -0.21883 -0.12250 6.15545  0.0514
67 H -1.94474 -0.45036 6.35060  0.0692
68 H -3.00029 0.03402 3.71653  0.0778
69 H -3.30844 -1.55750 4.45434  0.0701
70 H -2.65561 -1.43287 2.81027  0.0425
71 Br -3.20491 1.44520 -1.03163  1.0060
72 C -3.99700 -0.25856 -1.16058  -0.5708
73 C -5.19238 -0.34047 -1.81604  -0.1515
74 C -5.86050 -1.57703 -1.92336  -0.1081
75 C -5.31293 -2.68773 -1.35843  -0.0665
76 C -4.07245 -2.62265 -0.67356  -0.1735
77 C -3.54218 -3.79146 -0.07875  -0.0611
78 C -2.35621 -3.73255 0.58797  -0.0890
79 C -1.65359 -2.51333 0.67291  -0.2006
80 C -2.09633 -1.33738 0.11569  -0.1395
81 C -3.35480 -1.39239 -0.57030  -0.1975
82 H -5.62659 0.55377 -2.24225  0.0864
83 H -6.80765 -1.63096 -2.44728  0.0903
84 H -5.81963 -3.64550 -1.41617  0.0981
85 H -4.09365 -4.72150 -0.17132  0.0975
86 H -1.93814 -4.62539 1.04281  0.0948
87 H -0.69414 -2.51688 1.17650  0.0127
88 C -0.64129 -0.27425 -3.03290  -0.2756
89 O 0.03632 -0.55333 -1.86237  -0.3698
90 H -1.58380 -0.84715 -3.13668  0.0692
91 H -0.02367 -0.52688 -3.91398  0.0632
92 H -0.91196 0.78946 -3.14038  0.0521
93 Cl 0.87291 3.94602 1.20468  0.7018
94 C -0.84567 4.18055 1.56190  -0.9414
95 Cl -1.01589 5.59054 2.66416  0.5178
96 C -1.56471 2.91185 2.10784  -0.7475
97 O -2.45845 3.11206 2.93000  -0.0327
98 O -1.21940 1.81892 1.58529  -0.1356
99 H -1.32880 4.44922 0.62685  0.0311
100 O -1.44833 3.75791 -1.15486  -0.0847
101 C -0.42156 3.16698 -1.51203  -0.6589
102 O 0.07577 2.09803 -1.04923  -0.1291
103 C 0.38557 3.76501 -2.65452  -0.0964
104 C 1.30560 2.97724 -3.33339  -0.0109
105 C 2.05168 3.48250 -4.40318  0.0143
106 C 1.83137 4.79494 -4.73876  -0.2202
107 O 2.43348 5.53232 -5.74209  0.0075
108 C 1.85778 6.83134 -5.66564  -0.1699
109 O 0.90008 6.84907 -4.61972  0.0117
110 C 0.91534 5.57682 -4.06810  -0.2016
111 C 0.16542 5.09598 -3.02807  0.0765
112 H 1.42529 1.95044 -3.01265  0.1056
113 H 2.76524 2.87195 -4.94076  0.1123
114 H 1.36462 7.06357 -6.61507  0.1263
115 H 2.64406 7.56303 -5.45256  0.1269
116 H -0.56913 5.68841 -2.50039  0.1301



A molecular structure, C25H19BF6FeO5S at a distorted geometry. Source: the Open Molecules 2025 dataset; level of theory: wB97M-V/def2-TZVPD.

Results
* HOMO energy (alpha / beta): -14.20 / -14.91 eV
* energy relative to the best compared isomer or geometry (same formula, charge and spin): 0.951 eV
* electronic energy: -3625.471025 hartree
* gap between HOMO and LUMO (alpha / beta): 7.4 / 4.3 eV
* spin multiplicity: 5
* expectation value of S²: 6.0633
* LUMO energy (alpha / beta): -0.250 / -0.392 Ha
* net charge: +2

Last column: Löwdin charge in e.
Element x y z (Å)
1 C -5.81237 1.55848 -3.63055  -0.0651
2 C -4.77959 0.89882 -2.80021  -0.4892
3 C -4.12603 -0.29025 -3.04286  0.0084
4 C -3.14719 -0.62565 -2.04782  0.0221
5 C -3.07259 0.33687 -1.06555  -0.2827
6 B -2.26611 0.33288 0.34430  -0.8581
7 C -0.76019 0.54142 -0.24695  -0.0738
8 C -0.27420 1.83409 -0.38842  0.0663
9 C 0.90350 2.08020 -1.09163  -0.0654
10 C 1.32155 3.50524 -1.36330  -0.4947
11 F 2.03332 3.62516 -2.52804  0.1352
12 F 0.22759 4.32453 -1.46817  0.1231
13 F 2.10844 4.00703 -0.35463  0.1345
14 C 1.68480 1.03496 -1.56834  0.0915
15 C 1.23969 -0.25756 -1.34288  -0.0840
16 C 2.04393 -1.43991 -1.82027  -0.4974
17 F 2.26258 -2.32636 -0.78966  0.1117
18 F 1.37341 -2.13270 -2.79923  0.1279
19 F 3.26381 -1.09996 -2.32711  0.1423
20 C 0.02761 -0.50882 -0.69071  0.0069
21 O -2.70815 1.38640 1.24396  0.0274
22 C -3.74692 0.85562 2.06211  -0.1150
23 C -3.87639 -0.64324 1.73343  -0.0876
24 O -2.84945 -0.93258 0.78588  0.0972
25 S -4.19434 1.61863 -1.34398  1.3818
26 H -6.19019 0.84525 -4.36443  0.1031
27 H -6.64824 1.90100 -3.01483  0.0964
28 H -5.38867 2.42080 -4.15724  0.1056
29 H -4.33950 -0.91445 -3.91472  0.1560
30 H -2.54006 -1.52834 -2.06379  0.1539
31 H -0.85083 2.67546 -0.01594  0.1440
32 H 2.61331 1.22886 -2.09647  0.1501
33 H -0.29475 -1.53906 -0.56967  0.1434
34 H -3.45626 0.99028 3.11547  0.1427
35 H -4.69675 1.38050 1.86989  0.1353
36 H -3.70435 -1.26301 2.62278  0.1124
37 H -4.86693 -0.87717 1.31548  0.1521
38 O 1.55883 -4.33322 7.84401  0.1848
39 C 1.21487 -4.02519 6.77161  -0.0911
40 Fe 0.40044 -3.03521 5.58520  0.1956
41 C -1.01667 -2.76122 6.60195  -0.0899
42 O -1.81442 -2.38974 7.35858  0.2027
43 C 1.12112 -1.53918 6.18526  -0.0807
44 O 1.36207 -0.62273 6.86255  0.1901
45 C -0.50826 -1.33017 2.43716  -0.0072
46 C 0.88464 -1.45554 2.32068  -0.0184
47 C 1.77154 -2.26403 3.00116  0.0079
48 C 1.51801 -3.40028 3.82975  -0.1406
49 C 0.27269 -4.10417 3.83426  -0.1063
50 C -0.96476 -3.40834 3.82698  -0.0950
51 C -1.28638 -2.15817 3.24126  -0.0122
52 H -0.96242 -0.44966 1.97856  0.0993
53 H 1.32177 -0.75360 1.60765  0.1186
54 H 2.83312 -2.03265 2.83975  0.1443
55 H 2.42785 -3.89437 4.21618  0.1425
56 H 0.21757 -5.19772 3.92301  0.1540
57 H -1.85167 -3.98912 4.14412  0.1446
58 H -2.32771 -1.86220 3.40670  0.0988



C6H12O in the gas phase. Source: the Open Molecules 2025 dataset; level of theory: wB97M-V/def2-TZVPD.

Results
* HOMO energy (alpha / beta): -6.69 / -6.72 eV
* energy relative to the best compared isomer or geometry (same formula, charge and spin): 4.866 eV
* electronic energy: -310.880450 hartree
* gap between HOMO and LUMO (alpha / beta): 7.2 / 7.2 eV
* spin multiplicity: 1
* LUMO energy (alpha / beta): 0.017 / 0.018 Ha

Last column: Löwdin charge in e.
Element x y z (Å)
1 C 1.95036 -0.85382 -0.35072  -0.0396
2 C 0.62356 -0.13201 -0.15882  -0.6299
3 O 0.57977 0.30513 1.29023  -0.0619
4 C 0.37826 1.12392 -0.88907  -0.0402
5 C -1.25809 0.94458 1.03122  0.0519
6 C -1.78477 -0.14833 0.14613  -0.2109
7 C -0.58683 -1.05648 -0.20529  -0.1355
8 H 2.79132 -0.15579 -0.27528  0.0818
9 H 1.96465 -1.28926 -1.35381  0.0868
10 H 2.10338 -1.65906 0.37800  0.0811
11 H 0.94462 1.20394 1.21988  0.1070
12 H 1.28623 1.69714 -1.10948  0.0378
13 H -0.27713 1.06096 -1.75807  0.0456
14 H -1.33529 0.77869 2.10433  0.0880
15 H -1.40881 1.96787 0.72912  0.0682
16 H -2.20037 0.29182 -0.76406  0.1098
17 H -2.57632 -0.71347 0.65498  0.1131
18 H -0.68053 -1.52979 -1.18875  0.1249
19 H -0.48050 -1.84451 0.54882  0.1219



2 unconnected molecules or ions with the total composition C4H8INO3 at a distorted geometry. Source: the Open Molecules 2025 dataset; level of theory: wB97M-V/def2-TZVPD.

Results
* HOMO energy (alpha / beta): -6.43 / -9.73 eV
* energy relative to the best compared isomer or geometry (same formula, charge and spin): 1.074 eV
* electronic energy: -735.086688 hartree
* gap between HOMO and LUMO (alpha / beta): 6.7 / 7.5 eV
* spin multiplicity: 3
* expectation value of S²: 2.0139
* LUMO energy (alpha / beta): 0.009 / -0.083 Ha

Last column: Löwdin charge in e.
Element x y z (Å)
1 C -1.68182 -0.39885 -1.09752  -0.0023
2 C 0.31455 1.58139 1.24882  -0.0906
3 C -0.22173 -0.10994 -1.37124  -0.2794
4 C 0.94220 0.30695 0.68630  -0.7204
5 N 0.57092 -0.90037 1.09590  -0.3832
6 O -0.45461 -1.08520 1.74135  0.0785
7 O 1.19111 -2.08796 0.59480  -0.0578
8 O 0.58185 -1.07498 -1.74340  -0.1498
9 I 2.80552 0.57373 -0.26224  1.0144
10 H -2.22731 0.45257 -1.46972  0.0838
11 H -1.86837 -1.24424 -1.68698  0.0769
12 H -1.77966 -0.39264 -0.05488  0.0537
13 H 0.98578 2.06018 1.89985  0.0663
14 H 0.00413 2.19775 0.54927  0.0192
15 H -0.63844 1.32955 1.68679  0.0870
16 H 0.15762 0.87203 -1.31971  0.0533
17 H 1.31827 -2.07998 -0.49739  0.1504



C4H7NO2 in the gas phase. Source: the Open Molecules 2025 dataset; level of theory: wB97M-V/def2-TZVPD.

Results
* HOMO energy: -9.95 eV
* energy relative to the best compared isomer or geometry (same formula, charge and spin): 1.149 eV
* electronic energy: -361.838628 hartree
* gap between HOMO and LUMO: 10.8 eV
* spin multiplicity: 1
* SMILES string: C[C@@]1(C(N)=O)CO1
* LUMO energy: 0.033 Ha

Last column: Löwdin charge in e.
Element x y z (Å)
1 C 0.18908 0.80704 -1.55171  -0.0009
2 C -0.12052 0.05708 -0.28228  -0.4091
3 C 1.02655 -0.03154 0.70948  -0.4641
4 N 0.83405 -0.93063 1.71782  0.1731
5 O 2.01522 0.67220 0.60044  0.0688
6 C -1.49886 -0.01093 0.22407  -0.0813
7 O -0.89379 -1.14195 -0.38469  -0.0199
8 H -0.62375 0.67057 -2.27039  0.0911
9 H 0.29884 1.87306 -1.33129  0.0950
10 H 1.12624 0.46289 -1.99632  0.0910
11 H 1.63086 -1.11181 2.31061  0.1146
12 H 0.16461 -1.67456 1.57677  0.1029
13 H -1.67675 -0.09564 1.29549  0.1170
14 H -2.29656 0.45630 -0.35359  0.1217



A molecular structure, C3H2LiMgO3 at a distorted geometry. Source: the Open Molecules 2025 dataset; level of theory: wB97M-V/def2-TZVPD.

Results
* HOMO energy (alpha / beta): -15.92 / -18.38 eV
* energy relative to the best compared isomer or geometry (same formula, charge and spin): 2.193 eV
* electronic energy: -548.113830 hartree
* gap between HOMO and LUMO (alpha / beta): 4.5 / 6.9 eV
* spin multiplicity: 2
* expectation value of S²: 0.7648
* LUMO energy (alpha / beta): -0.420 / -0.420 Ha
* net charge: +2

Last column: Löwdin charge in e.
Element x y z (Å)
1 H -2.48499 0.33792 -2.00688  0.1844
2 O 0.06658 1.18960 0.27100  0.1827
3 C 1.27816 0.60700 0.28865  -0.6713
4 C -1.00255 0.42490 0.33381  -0.1897
5 O 2.28585 1.32399 0.23648  0.0773
6 O 1.37154 -0.65911 0.31798  -0.1222
7 C -1.99156 -0.18652 -0.04767  0.0727
8 Mg 3.44335 -0.36493 0.20727  1.5460
9 H -2.91011 -0.73576 0.10070  0.0769
10 Li -0.05627 -1.93708 0.29866  0.8434